C20H45F6N5O9P | ωB97M-V/def2-TZVPD

XYZ file:
```
86
Properties=species:S:1:pos:R:3:mulliken_charge:R:1
P 0.217 0.067 -0.710 1.7217
F -1.364 -0.119 -0.773 -0.3925
F 0.052 1.248 -1.812 -0.3735
F 0.082 1.165 0.488 -0.2664
F 1.813 0.354 -0.757 -0.4518
F 0.409 -1.077 0.407 -0.7538
F 0.399 -1.070 -1.853 -0.3056
C -1.954 3.641 2.247 -0.5522
O -2.265 2.428 1.610 -0.4491
H -1.182 4.201 1.705 0.2173
H -2.851 4.264 2.268 0.2868
H -1.643 3.521 3.294 0.2066
H -1.436 1.947 1.498 0.1868
C 1.215 -1.286 -4.900 -1.4421
C -0.229 -1.664 -5.080 0.6778
C -1.250 -0.899 -4.217 0.8271
O -2.321 -0.669 -5.134 -0.4085
C -1.913 -0.889 -6.397 0.4726
O -2.578 -0.692 -7.364 -0.5691
O -0.653 -1.376 -6.424 -0.4024
H 1.381 -0.223 -5.095 0.3308
H 1.833 -1.800 -5.640 0.4158
H 1.555 -1.513 -3.893 0.2574
H -0.339 -2.737 -4.900 -0.0123
H -0.803 0.029 -3.870 -0.1719
H -1.522 -1.547 -3.391 -0.0650
C -1.750 -0.763 3.271 0.9342
O -2.756 -1.241 2.818 -0.6162
N -1.479 -0.601 4.606 0.1806
C -0.311 0.116 5.028 -0.9028
C -2.349 -1.114 5.626 -1.0681
H -0.918 -0.399 2.653 -0.3438
H 0.297 -0.469 5.729 0.3435
H -0.613 1.023 5.567 0.3631
H 0.331 0.400 4.198 0.1629
H -3.027 -0.334 5.988 0.3168
H -2.912 -1.971 5.269 0.3137
H -1.741 -1.429 6.480 0.3426
C -2.886 4.987 -3.384 0.1918
O -3.178 5.106 -4.561 -0.6158
N -1.950 4.161 -2.884 0.1874
C -1.631 4.132 -1.476 -0.8909
C -1.167 3.289 -3.734 -0.8305
H -3.361 5.590 -2.590 0.2540
H -1.954 3.182 -1.035 0.3257
H -2.207 4.883 -0.931 0.2580
H -0.569 4.266 -1.272 0.2831
H -1.514 3.384 -4.761 0.3042
H -0.124 3.602 -3.692 0.2908
H -1.337 2.260 -3.430 0.2168
C 1.968 -3.499 1.610 0.3835
O 2.478 -4.424 1.015 -0.6496
N 2.634 -2.619 2.403 0.2281
C 4.067 -2.671 2.529 -0.9140
C 1.925 -1.679 3.250 -0.3775
H 0.899 -3.248 1.532 0.1644
H 4.498 -1.667 2.508 0.1810
H 4.494 -3.189 1.671 0.3438
H 4.391 -3.202 3.430 0.3311
H 2.029 -1.999 4.290 0.3769
H 2.286 -0.661 3.087 0.1785
H 0.877 -1.663 2.972 -0.2081
C -1.995 -3.279 -0.400 0.8326
O -2.928 -3.004 0.327 -0.6779
N -2.104 -4.091 -1.487 0.0800
C -0.994 -4.331 -2.357 -0.8282
C -3.345 -4.725 -1.831 -1.0104
H -0.985 -2.865 -0.274 -0.1226
H -0.071 -3.905 -1.960 0.1826
H -1.184 -3.961 -3.369 0.2420
H -0.765 -5.403 -2.436 0.4119
H -3.603 -4.485 -2.866 0.3039
H -3.267 -5.811 -1.720 0.3046
H -4.110 -4.343 -1.160 0.2948
C 2.725 3.149 1.187 0.4918
O 2.287 4.275 1.099 -0.6545
N 3.737 2.773 2.021 0.2040
C 4.495 1.584 1.766 -0.8726
C 4.264 3.701 2.981 -1.0085
H 2.391 2.310 0.560 0.0464
H 4.752 1.120 2.727 0.3152
H 5.448 1.775 1.262 0.3381
H 3.893 0.863 1.213 0.1525
H 3.576 4.530 3.100 0.3032
H 4.472 3.162 3.906 0.3078
H 5.214 4.118 2.621 0.3398
```

The calculation puts the strongest force on any atom at 0.0267 Eh/bohr. The value obtained for the HOMO-LUMO gap is 8.81 eV. Its charge is -1. Its total energy is -2680.90805 Eh.